Density functional theory data (ωB97M-V/def2-TZVPD) for a 2-piece molecular cluster, C3H14N5 overall.

```
22
Properties=species:S:1:pos:R:3:forces:R:3:nbo_charge:R:1
C 1.474034 1.271765 0.174244 2.705 -0.766 -5.127 -0.65
C -0.774575 0.664289 0.481320 -2.388 1.182 -0.493 0.57
C 0.158044 1.131228 -0.662202 0.719 0.327 3.956 0.22
N -1.289296 -0.561432 0.546216 1.346 0.831 -0.767 -0.75
N -1.206596 1.718717 1.178318 -0.566 -0.037 2.913 -0.74
N -0.260605 2.444480 -1.230279 1.128 -1.184 1.847 -0.89
N 0.331711 0.005067 -1.490675 -2.500 0.120 0.554 -0.80
N -0.142037 -3.287876 -0.183888 0.421 -1.913 0.145 -1.11
H 1.426755 1.753243 1.059131 -0.263 1.672 2.835 0.21
H 1.994784 1.903268 -0.587022 0.303 0.149 1.073 0.24
H 2.230516 0.411280 0.217762 -1.939 0.580 0.135 0.26
H -2.040807 -0.946130 1.095715 0.005 0.643 0.584 0.43
H -0.814089 -1.270147 -0.022373 -0.036 -0.266 -0.084 0.47
H -0.613173 2.533078 1.404586 -0.225 -0.746 -1.270 0.43
H -1.814871 1.632862 2.010579 0.255 -0.625 -0.916 0.41
H -0.040763 3.376505 -0.864019 0.238 -1.167 0.069 0.41
H -0.662204 2.478037 -2.112146 -0.853 -0.309 -1.654 0.40
H -0.657303 -0.226676 -1.719969 1.348 -0.189 -1.310 0.37
H 0.874278 0.413803 -2.191890 0.792 -0.377 -2.423 0.39
H -0.378669 -4.172216 -0.737823 0.371 1.738 0.753 0.39
H 0.903033 -3.278483 -0.170149 -1.075 0.073 -0.125 0.38
H -0.386454 -3.582785 0.782571 0.214 0.265 -0.694 0.36
```
Forces are in eV/Å.

The calculation puts the energy above the lowest of the compared OMol25 structures with the same formula, charge and spin at 200.0 kJ/mol. The spin multiplicity is 1. The total charge is +1. The HOMO energy is -13.26 eV. The HOMO-LUMO gap is 0.3733 Ha.